Record 1
106
Properties=species:S:1:pos:R:3 method="wB97M-V/def2-TZVPD" charge=-1 gap_ha=0.2031 spin_multiplicity=1 lumo_energy_ev=1.3 fmax_ev_per_a=9.42 e_tot_ev=-81331.630
C 1.877 -5.564 2.551
C 2.481 -4.063 2.430
C 1.522 -3.269 1.431
C 1.138 -1.786 1.895
P 0.540 -1.015 0.246
O 1.699 -0.839 -0.747
O -0.182 0.500 0.440
O -0.543 -2.132 -0.490
O 2.342 -1.250 2.456
P 2.161 -0.715 4.118
O 0.417 -0.712 4.011
C -0.072 -1.552 2.940
C -0.817 -2.804 3.591
C -2.286 -3.023 2.992
C -3.274 -1.891 2.811
C -4.683 -2.045 2.201
C -5.088 -3.443 1.762
C -4.133 -4.598 1.962
C -2.744 -4.425 2.563
H 1.750 -5.913 1.464
H 2.582 -6.224 3.139
H 0.823 -5.512 2.973
H 2.628 -3.575 3.440
H 3.526 -4.147 1.964
H 0.618 -3.917 1.160
H 2.105 -3.151 0.448
H 0.471 1.221 0.336
H -0.911 -2.746 0.183
H 2.215 -0.272 5.505
H 2.247 0.713 3.849
H 3.607 -0.802 4.277
H 1.968 -2.023 4.704
H -0.874 -0.890 2.484
H -0.211 -3.760 3.602
H -0.992 -2.533 4.691
H -2.969 -0.837 3.123
H -5.371 -1.158 2.063
H -6.097 -3.645 1.284
H -4.465 -5.643 1.653
H -2.033 -5.294 2.708
C 5.123 1.333 -2.547
C 3.987 0.741 -1.776
N 3.092 0.276 -1.174
H 5.829 0.551 -2.830
H 4.749 1.816 -3.450
H 5.640 2.074 -1.937
C 1.771 2.823 6.779
C 2.337 1.558 7.327
N 2.782 0.563 7.757
H 2.377 3.668 7.109
H 1.768 2.788 5.689
H 0.749 2.959 7.131
C -2.769 2.375 2.089
C -3.922 1.754 2.804
N -4.836 1.265 3.376
H -2.048 1.604 1.808
H -3.120 2.880 1.188
H -2.279 3.102 2.739
C 9.033 3.403 -1.951
C 7.664 3.993 -1.903
N 6.600 4.449 -1.866
H 9.506 3.641 -2.905
H 9.640 3.809 -1.141
H 8.974 2.320 -1.844
C -4.044 -5.192 -2.377
C -3.875 -6.272 -1.362
N -3.740 -7.124 -0.573
H -4.922 -5.393 -2.989
H -4.171 -4.231 -1.878
H -3.164 -5.147 -3.019
C 1.418 5.224 3.189
C 0.284 4.596 3.927
N -0.613 4.106 4.499
H 2.141 4.460 2.902
H 1.046 5.718 2.290
H 1.910 5.961 3.823
C -4.058 4.071 5.831
C -4.127 5.517 6.194
N -4.180 6.641 6.476
H -3.777 3.965 4.783
H -3.316 3.567 6.451
H -5.030 3.602 5.988
C -5.044 -4.580 -6.315
C -5.301 -3.738 -5.113
N -5.501 -3.081 -4.178
H -5.972 -5.046 -6.647
H -4.647 -3.962 -7.121
H -4.320 -5.361 -6.074
C 2.789 2.871 -6.616
C 4.137 2.441 -6.142
N 5.184 2.106 -5.772
H 2.348 2.092 -7.238
H 2.137 3.056 -5.762
H 2.876 3.784 -7.200
C 3.528 5.825 -10.139
C 2.398 5.231 -9.367
N 1.520 4.770 -8.767
H 4.233 5.044 -10.424
H 3.148 6.308 -11.040
H 4.044 6.566 -9.528
C -4.581 0.434 -5.613
C -5.307 -0.554 -6.461
N -5.871 -1.325 -7.117
H -3.921 1.041 -6.233
H -5.296 1.086 -5.110
H -3.986 -0.088 -4.863

---

Record 2
96
Properties=species:S:1:pos:R:3 method="wB97M-V/def2-TZVPD" charge=+1 gap_ha="0.2172 / 0.1876" spin_multiplicity=3 lumo_energy_ev="-2.1 / -3.9" fmax_ev_per_a=4.51 e_tot_ev=-66751.030
C -1.334 -1.592 -2.339
C 0.701 -2.621 -1.652
C -1.570 -2.599 -3.275
C 0.379 -3.743 -2.457
C -0.720 -3.713 -3.286
H -2.421 -2.494 -3.949
H 1.053 -4.599 -2.394
H -0.943 -4.532 -3.966
N -0.228 -1.596 -1.586
P -2.406 0.047 -0.386
P 2.350 -0.937 -0.213
C -2.322 -0.433 -2.151
H -2.004 0.431 -2.750
H -3.321 -0.709 -2.500
C 0.426 1.389 1.021
O 0.686 2.312 1.654
C 1.906 -2.492 -0.919
H 2.509 -3.389 -0.759
C 3.426 -0.135 -1.559
C 3.394 -1.266 1.336
C -3.255 1.738 -0.317
C -3.573 -1.348 0.229
C 3.499 1.371 -1.268
H 4.121 1.589 -0.392
H 3.956 1.853 -2.145
H 2.508 1.805 -1.117
C 4.843 -0.724 -1.571
H 5.425 -0.476 -0.675
H 4.837 -1.811 -1.716
H 5.370 -0.279 -2.429
C 2.816 -0.370 -2.948
H 3.329 0.292 -3.661
H 2.969 -1.403 -3.284
H 1.750 -0.137 -2.983
C 4.110 0.025 1.789
H 3.401 0.860 1.899
H 4.550 -0.168 2.780
H 4.930 0.335 1.129
C 2.513 -1.722 2.504
H 1.852 -0.932 2.872
H 1.913 -2.602 2.246
H 3.185 -2.007 3.329
C 4.368 -2.424 1.110
H 5.118 -2.250 0.337
H 4.902 -2.583 2.058
H 3.822 -3.343 0.876
C -4.044 -1.002 1.648
H -4.526 -1.898 2.067
H -3.201 -0.746 2.304
H -4.787 -0.195 1.669
C -2.796 -2.672 0.286
H -2.578 -3.068 -0.712
H -1.858 -2.569 0.839
H -3.415 -3.410 0.818
C -4.807 -1.586 -0.653
H -5.378 -2.403 -0.188
H -5.474 -0.720 -0.708
H -4.558 -1.914 -1.669
C -2.560 2.761 -1.226
H -2.616 2.478 -2.284
H -3.095 3.717 -1.115
H -1.514 2.930 -0.958
C -3.211 2.240 1.137
H -2.189 2.313 1.531
H -3.659 3.245 1.147
H -3.807 1.607 1.809
C -4.720 1.660 -0.763
H -4.831 1.227 -1.767
H -5.359 1.124 -0.050
H -5.094 2.694 -0.806
Pd 0.053 -0.116 -0.081
N 0.203 1.480 -1.702
C 0.386 1.943 -2.765
C 0.544 2.668 -3.955
C 0.354 4.061 -3.931
C 0.886 2.001 -5.145
C 0.511 4.785 -5.108
H 0.088 4.542 -2.988
C 1.053 2.747 -6.309
H 1.010 0.918 -5.126
C 0.863 4.132 -6.295
H 0.357 5.863 -5.096
H 1.332 2.238 -7.230
H 0.985 4.707 -7.215
C -0.588 -2.592 4.225
N -1.097 -1.234 4.035
C -1.701 -0.488 5.138
C -0.964 -0.686 2.829
O -0.453 -1.357 1.887
H -0.919 -2.960 5.195
H 0.512 -2.607 4.210
H -0.969 -3.259 3.436
H -1.132 0.437 5.338
H -2.746 -0.224 4.890
H -1.695 -1.115 6.037
H -1.297 0.352 2.704

---

Record 3
97
Properties=species:S:1:pos:R:3 method="wB97M-V/def2-TZVPD" charge=+1 gap_ha="0.2157 / 0.2262" spin_multiplicity=3 lumo_energy_ev="-2.9 / -3.1" fmax_ev_per_a=5.08 e_tot_ev=-92170.524
C -1.400 -1.335 -1.771
C 0.695 -2.122 -1.020
C -1.389 -2.210 -2.846
C 0.668 -3.133 -2.000
C -0.381 -3.173 -2.905
H -2.197 -2.143 -3.568
H 1.485 -3.852 -2.015
H -0.426 -3.941 -3.675
N -0.435 -1.380 -0.837
P -2.606 0.212 0.136
P 2.628 -0.366 0.322
C -2.424 -0.225 -1.641
H -2.087 0.660 -2.201
H -3.380 -0.524 -2.086
C 1.079 1.222 1.872
O 1.643 2.109 2.415
C 1.756 -1.853 -0.072
H 2.185 -2.739 0.408
C 3.669 0.193 -1.194
C 3.857 -0.866 1.711
C -3.353 1.961 0.122
C -3.953 -1.091 0.561
C 3.690 1.729 -1.146
H 4.130 2.108 -0.214
H 4.296 2.099 -1.985
H 2.684 2.144 -1.245
C 5.115 -0.318 -1.219
H 5.720 0.056 -0.386
H 5.160 -1.412 -1.254
H 5.587 0.050 -2.143
C 2.999 -0.297 -2.480
H 3.445 0.235 -3.334
H 3.128 -1.375 -2.624
H 1.926 -0.087 -2.491
C 4.618 0.404 2.148
H 3.923 1.196 2.458
H 5.249 0.150 3.013
H 5.274 0.811 1.370
C 3.065 -1.385 2.910
H 2.360 -0.643 3.291
H 2.516 -2.307 2.690
H 3.773 -1.614 3.720
C 4.810 -2.004 1.311
H 5.640 -1.680 0.681
H 5.257 -2.407 2.232
H 4.274 -2.820 0.811
C -4.697 -0.636 1.825
H -5.247 -1.497 2.240
H -4.006 -0.281 2.596
H -5.433 0.152 1.625
C -3.199 -2.403 0.840
H -2.736 -2.813 -0.065
H -2.412 -2.277 1.596
H -3.913 -3.153 1.214
C -4.984 -1.379 -0.552
H -5.783 -1.997 -0.112
H -5.455 -0.476 -0.958
H -4.558 -1.967 -1.375
C -2.544 2.896 -0.791
H -2.600 2.602 -1.846
H -2.972 3.909 -0.716
H -1.493 2.947 -0.498
C -3.266 2.484 1.568
H -2.229 2.471 1.937
H -3.621 3.524 1.590
H -3.881 1.904 2.266
C -4.799 1.973 -0.395
H -4.861 1.612 -1.430
H -5.497 1.408 0.231
H -5.142 3.020 -0.397
Ti 0.018 -0.119 0.817
N 0.124 1.311 -0.644
C 0.540 1.384 -1.761
C 0.658 2.194 -2.939
C 0.559 3.585 -2.766
C 0.839 1.649 -4.233
C 0.643 4.436 -3.868
H 0.424 3.987 -1.757
C 0.965 2.512 -5.323
H 0.877 0.563 -4.343
C 0.854 3.899 -5.146
H 0.547 5.514 -3.716
H 1.145 2.095 -6.317
H 0.922 4.558 -6.016
C -2.153 -1.102 4.070
P -0.549 -0.921 3.197
C 0.365 -0.200 4.616
C -0.041 -2.695 3.098
H -2.601 -0.112 4.219
H -1.975 -1.544 5.061
H -2.857 -1.743 3.532
H 0.880 -0.986 5.181
H 1.083 0.561 4.298
H -0.361 0.302 5.270
H 0.585 -2.946 3.966
H -0.941 -3.326 3.114
H 0.506 -2.914 2.168

---

Copy entry 2 word for word.
96
Properties=species:S:1:pos:R:3 method="wB97M-V/def2-TZVPD" charge=+1 gap_ha="0.2172 / 0.1876" spin_multiplicity=3 lumo_energy_ev="-2.1 / -3.9" fmax_ev_per_a=4.51 e_tot_ev=-66751.030
C -1.334 -1.592 -2.339
C 0.701 -2.621 -1.652
C -1.570 -2.599 -3.275
C 0.379 -3.743 -2.457
C -0.720 -3.713 -3.286
H -2.421 -2.494 -3.949
H 1.053 -4.599 -2.394
H -0.943 -4.532 -3.966
N -0.228 -1.596 -1.586
P -2.406 0.047 -0.386
P 2.350 -0.937 -0.213
C -2.322 -0.433 -2.151
H -2.004 0.431 -2.750
H -3.321 -0.709 -2.500
C 0.426 1.389 1.021
O 0.686 2.312 1.654
C 1.906 -2.492 -0.919
H 2.509 -3.389 -0.759
C 3.426 -0.135 -1.559
C 3.394 -1.266 1.336
C -3.255 1.738 -0.317
C -3.573 -1.348 0.229
C 3.499 1.371 -1.268
H 4.121 1.589 -0.392
H 3.956 1.853 -2.145
H 2.508 1.805 -1.117
C 4.843 -0.724 -1.571
H 5.425 -0.476 -0.675
H 4.837 -1.811 -1.716
H 5.370 -0.279 -2.429
C 2.816 -0.370 -2.948
H 3.329 0.292 -3.661
H 2.969 -1.403 -3.284
H 1.750 -0.137 -2.983
C 4.110 0.025 1.789
H 3.401 0.860 1.899
H 4.550 -0.168 2.780
H 4.930 0.335 1.129
C 2.513 -1.722 2.504
H 1.852 -0.932 2.872
H 1.913 -2.602 2.246
H 3.185 -2.007 3.329
C 4.368 -2.424 1.110
H 5.118 -2.250 0.337
H 4.902 -2.583 2.058
H 3.822 -3.343 0.876
C -4.044 -1.002 1.648
H -4.526 -1.898 2.067
H -3.201 -0.746 2.304
H -4.787 -0.195 1.669
C -2.796 -2.672 0.286
H -2.578 -3.068 -0.712
H -1.858 -2.569 0.839
H -3.415 -3.410 0.818
C -4.807 -1.586 -0.653
H -5.378 -2.403 -0.188
H -5.474 -0.720 -0.708
H -4.558 -1.914 -1.669
C -2.560 2.761 -1.226
H -2.616 2.478 -2.284
H -3.095 3.717 -1.115
H -1.514 2.930 -0.958
C -3.211 2.240 1.137
H -2.189 2.313 1.531
H -3.659 3.245 1.147
H -3.807 1.607 1.809
C -4.720 1.660 -0.763
H -4.831 1.227 -1.767
H -5.359 1.124 -0.050
H -5.094 2.694 -0.806
Pd 0.053 -0.116 -0.081
N 0.203 1.480 -1.702
C 0.386 1.943 -2.765
C 0.544 2.668 -3.955
C 0.354 4.061 -3.931
C 0.886 2.001 -5.145
C 0.511 4.785 -5.108
H 0.088 4.542 -2.988
C 1.053 2.747 -6.309
H 1.010 0.918 -5.126
C 0.863 4.132 -6.295
H 0.357 5.863 -5.096
H 1.332 2.238 -7.230
H 0.985 4.707 -7.215
C -0.588 -2.592 4.225
N -1.097 -1.234 4.035
C -1.701 -0.488 5.138
C -0.964 -0.686 2.829
O -0.453 -1.357 1.887
H -0.919 -2.960 5.195
H 0.512 -2.607 4.210
H -0.969 -3.259 3.436
H -1.132 0.437 5.338
H -2.746 -0.224 4.890
H -1.695 -1.115 6.037
H -1.297 0.352 2.704